Density functional theory data (ωB97M-V with the def2-TZVPD basis set) for a 6-piece molecular cluster, C20H26F5O21PS overall.

- F_max (eV Å⁻¹) = 0.46
- E_LUMO (eV) = 0.17
- energy relative to the best compared isomer or geometry (same formula, charge and spin) (kcal/mol) = 79.90
- SMILES = C[C@@H](O)C[C@@H]1OS(=O)(=O)O[C@H]1[PH2]=O.O=C1OC[C@@H](F)O1.O=C1OC[C@@H](F)O1.O=C1OC[C@@H](F)O1.O=C1OC[C@@H](F)O1.O=C1OC[C@@H](F)O1
- total charge = 0
- HOMO energy (eV) = -10.3819

```
74
Properties=species:S:1:pos:R:3:forces:R:3:lowdin_charge:R:1
C -1.8423 2.7540 1.1660 0.44 0.09 0.06 -0.01
C -1.4347 2.2199 -0.2072 -0.19 -0.22 0.11 -0.39
O -2.6265 1.9344 -0.9425 0.03 0.02 -0.02 -0.03
C -0.5100 3.1681 -0.9995 0.01 0.21 -0.15 -0.06
C 0.9049 2.6233 -1.1865 -0.17 -0.26 -0.03 -0.28
O 1.8799 3.4157 -0.4680 -0.05 -0.14 0.15 -0.17
S 2.8939 4.2088 -1.3751 0.24 -0.06 0.08 0.57
O 2.6021 5.5950 -1.3230 0.08 -0.01 -0.07 -0.21
O 4.2091 3.7312 -1.1212 -0.05 0.14 0.06 -0.23
O 2.4081 3.6179 -2.7713 -0.26 0.15 -0.30 -0.20
C 1.4579 2.5536 -2.6293 0.20 0.00 0.15 -0.35
P 2.3167 0.9401 -2.9268 -0.26 -0.22 0.14 0.80
O 1.6807 -0.1929 -2.2079 0.03 0.02 0.06 -0.42
H -1.2392 3.6287 1.4258 -0.11 0.02 0.03 0.07
H -2.8954 3.0258 1.1996 0.03 -0.01 -0.11 0.09
H -1.6661 2.0055 1.9350 -0.15 0.06 -0.02 0.06
H -0.9065 1.2724 -0.0446 0.05 0.04 -0.08 0.13
H -2.4420 1.2327 -1.5767 -0.03 0.07 0.06 0.09
H -0.9793 3.3721 -1.9652 0.06 -0.08 0.01 0.13
H -0.4283 4.1327 -0.4941 -0.01 -0.02 -0.05 0.13
H 0.9591 1.6217 -0.7551 0.07 0.07 0.04 0.12
H 0.6887 2.7000 -3.3873 -0.05 0.02 0.11 0.14
H 2.3328 0.8335 -4.3214 0.15 0.06 -0.06 0.01
H 3.6366 1.2408 -2.5523 0.07 0.06 -0.05 0.04
O -3.4340 1.2042 3.3056 -0.35 0.02 0.26 0.18
C -3.3414 0.0286 3.2578 0.09 -0.08 -0.18 -0.53
O -3.6847 -0.8502 4.2248 0.04 0.04 -0.03 0.09
C -3.5021 -2.1782 3.7214 -0.14 -0.04 -0.04 -0.05
C -2.5310 -1.9566 2.5786 -0.01 -0.01 0.18 -0.31
F -2.7589 -2.8051 1.5379 -0.06 0.01 -0.06 0.07
O -2.8269 -0.6411 2.1801 0.19 0.06 -0.02 0.13
H -4.4491 -2.5552 3.3341 0.00 -0.02 -0.01 0.14
H -3.1341 -2.8351 4.5025 0.05 0.12 0.07 0.14
H -1.4784 -2.0169 2.8526 -0.01 -0.14 -0.07 0.15
O 0.4133 -4.6370 2.5081 -0.10 -0.06 0.02 0.18
C 0.9389 -3.6470 2.1288 0.00 0.11 -0.19 -0.56
O 1.7528 -3.5488 1.0577 -0.02 -0.07 0.05 0.08
C 2.0335 -2.1653 0.8174 -0.05 0.11 -0.04 -0.04
C 1.7743 -1.5494 2.1799 0.00 -0.12 -0.07 -0.31
F 1.2524 -0.3065 2.0970 -0.11 0.05 -0.05 0.08
O 0.8029 -2.4262 2.7248 0.18 -0.05 0.16 0.10
H 1.3295 -1.7702 0.0827 0.07 0.07 -0.03 0.13
H 3.0523 -2.0474 0.4625 0.01 -0.09 0.02 0.14
H 2.6385 -1.5236 2.8458 -0.01 0.11 0.01 0.17
O -0.6922 2.4697 4.7255 0.00 -0.03 -0.01 0.19
C -0.0333 3.3576 4.3098 -0.06 0.00 -0.10 -0.55
O 0.9953 3.2231 3.4356 0.03 -0.01 -0.05 0.06
C 1.4451 4.5241 3.0535 -0.01 0.02 -0.03 -0.05
C 0.9544 5.3782 4.2078 -0.04 -0.07 -0.02 -0.31
F 0.5868 6.6197 3.8135 -0.06 0.00 -0.06 0.08
O -0.1851 4.6700 4.6484 0.13 -0.04 0.16 0.13
H 0.9545 4.8261 2.1262 0.01 0.06 0.00 0.13
H 2.5228 4.5251 2.9222 0.01 -0.08 0.06 0.14
H 1.6578 5.4731 5.0374 0.01 0.10 -0.02 0.17
O 2.1573 0.3592 -6.5682 -0.04 0.04 -0.02 0.16
C 3.0961 -0.2310 -6.9866 -0.01 -0.12 -0.05 -0.55
O 3.8731 -1.0608 -6.2542 0.01 -0.01 0.04 0.07
C 4.7945 -1.7144 -7.1319 0.02 -0.04 -0.02 -0.04
C 4.8367 -0.7594 -8.3106 -0.04 0.02 0.05 -0.31
F 4.9869 -1.3981 -9.4910 -0.07 -0.07 -0.01 0.08
O 3.5540 -0.1610 -8.2614 0.09 0.16 0.05 0.14
H 4.3827 -2.6762 -7.4403 0.04 0.00 -0.05 0.15
H 5.7496 -1.8543 -6.6359 -0.02 0.08 0.07 0.14
H 5.5936 0.0236 -8.2381 0.04 -0.04 -0.08 0.17
O -6.6923 -5.3412 -0.1129 -0.04 0.05 -0.04 0.19
C -5.8061 -5.5831 0.6285 0.13 0.04 0.01 -0.55
O -4.6997 -6.2998 0.3234 0.00 0.00 -0.03 0.07
C -3.7909 -6.2346 1.4243 0.06 0.02 0.02 -0.04
C -4.7196 -5.9008 2.5761 0.02 0.02 -0.17 -0.31
F -4.1266 -5.0924 3.4910 0.03 0.04 0.05 0.07
O -5.7564 -5.1906 1.9379 -0.13 -0.15 0.05 0.13
H -3.0816 -5.4202 1.2679 0.01 0.00 0.07 0.13
H -3.2645 -7.1774 1.5345 -0.08 -0.05 -0.06 0.14
H -5.1407 -6.7626 3.0965 0.06 0.04 0.10 0.17
```
Forces are in eV/Å.

Density functional theory data (ωB97M-V with the def2-TZVPD basis set) for C33H34IN9ORuSi2 as an isolated structure.

- F_max (eV Å⁻¹) = 3.26
- E_LUMO (alpha / beta) (eV) = 1.45 / 1.45
- spin multiplicity = 2
- total charge = -1
- HOMO energy (alpha / beta) (eV) = -4.2861 / -4.2726
- ⟨S²⟩ = 0.75

```
81
Properties=species:S:1:pos:R:3:forces:R:3:lowdin_charge:R:1
Ru 0.1902 -0.1425 0.1270 -0.56 0.39 -1.21 0.84
C -2.1730 3.0160 2.1428 -0.06 -0.08 0.53 -0.07
C -2.0109 2.7042 3.5005 -0.15 0.29 -0.60 -0.07
C -0.9906 1.8726 3.8485 0.55 -0.29 -0.35 -0.03
C -0.1555 1.2813 2.8561 -1.51 1.76 -1.08 -0.36
N -0.3637 1.5571 1.5254 0.28 -0.42 0.60 0.05
C -1.3335 2.4228 1.2323 -0.12 0.44 -0.14 -0.16
N 0.8275 0.5240 3.3301 2.62 -1.93 0.18 0.17
C 1.7551 -0.0690 2.6047 -1.77 1.30 -0.43 -0.26
N 1.8168 -0.1558 1.2394 0.72 -0.71 1.14 -0.06
C 3.0457 -0.6400 0.8701 -0.72 0.59 -2.22 -0.33
N 3.5616 -0.7491 -0.3348 0.57 -0.45 3.01 0.14
C 3.0139 -0.4089 -1.4949 -1.14 0.71 -1.74 -0.39
C 3.7977 -0.7339 -2.6360 -0.21 0.07 0.55 -0.02
C 3.3385 -0.4825 -3.8937 -0.49 0.21 -0.27 -0.08
C 2.0930 0.1386 -4.0368 0.47 -0.14 0.00 -0.08
C 1.3974 0.4641 -2.8971 -0.16 0.21 -0.29 -0.18
N 1.8028 0.2146 -1.6525 0.09 -0.59 1.09 0.05
C 3.7776 -0.9808 2.0605 0.44 -0.26 2.04 -0.09
C 5.0252 -1.5585 2.2605 -0.55 0.22 -0.50 -0.01
C 5.4233 -1.8085 3.5575 -0.02 0.05 0.61 -0.08
C 4.6080 -1.4676 4.6434 0.55 -0.24 -0.14 -0.08
C 3.3737 -0.8788 4.4603 -0.53 0.26 -0.48 -0.01
C 2.9506 -0.6431 3.1582 1.98 -0.87 0.16 -0.09
H -2.9443 3.6929 1.8083 -0.04 0.03 -0.07 0.10
H -2.6697 3.1287 4.2450 -0.01 -0.01 0.08 0.10
H -0.7881 1.6116 4.8750 0.03 -0.06 0.05 0.10
H -1.4430 2.6940 0.1912 -0.06 -0.12 0.15 0.07
H 4.7450 -1.2153 -2.4510 0.04 -0.03 0.03 0.11
H 3.9104 -0.7669 -4.7646 0.10 -0.02 -0.06 0.10
H 1.6759 0.3537 -5.0078 -0.07 0.03 -0.05 0.10
H 0.4415 0.9572 -3.0224 0.10 -0.15 0.10 0.08
H 5.6374 -1.8259 1.4133 0.07 0.00 -0.09 0.11
H 6.3807 -2.2783 3.7468 0.00 0.00 -0.01 0.10
H 4.9577 -1.6780 5.6451 0.00 -0.02 0.05 0.10
H 2.7359 -0.6270 5.2927 -0.08 0.05 0.10 0.11
C -3.8636 -3.0509 -3.7560 0.27 0.20 0.64 -0.19
Si -2.4284 -2.8902 -2.4805 0.24 -0.36 -0.55 0.47
C -2.2618 -4.6497 -1.7718 -0.05 0.61 -0.04 -0.21
C -0.9869 -2.2879 -3.5837 -0.40 -0.08 0.35 -0.22
C -2.8084 -1.5638 -1.1916 -0.33 -0.79 0.22 -0.23
C -2.5122 -0.2191 -1.6119 0.09 0.70 -0.33 -0.37
C -3.4403 0.4364 -2.4466 0.07 0.01 0.04 -0.02
C -3.2109 1.7173 -2.8838 0.20 0.07 0.09 -0.06
C -2.0272 2.3410 -2.4993 0.03 -0.10 0.03 -0.07
C -1.1599 1.6453 -1.6840 -0.22 0.33 -0.36 -0.23
N -1.3841 0.4035 -1.2291 -0.12 -0.14 0.02 -0.01
Si -4.0188 -1.7016 0.2427 -0.74 -0.19 0.37 0.54
C -3.6919 -3.2517 1.2966 0.07 0.58 -0.30 -0.16
C -4.3063 -0.0769 1.2092 0.25 -0.53 -0.17 -0.16
C -5.7429 -2.0189 -0.5600 0.69 0.05 0.11 -0.18
H -3.6080 -3.8237 -4.4729 0.20 -0.22 -0.17 0.02
H -4.0275 -2.1353 -4.3116 0.00 0.30 -0.14 0.01
H -4.8041 -3.3360 -3.3019 -0.27 -0.09 0.17 0.00
H -1.5651 -5.2276 -2.3699 0.17 -0.05 -0.22 0.02
H -3.2157 -5.1670 -1.7853 -0.31 -0.05 -0.06 0.02
H -1.8841 -4.6583 -0.7583 0.12 0.11 0.22 -0.02
H -0.2925 -3.0954 -3.7959 0.14 -0.12 0.07 0.02
H -0.4256 -1.4905 -3.1067 0.14 -0.04 0.17 -0.04
H -1.3471 -1.9020 -4.5345 -0.25 0.02 -0.19 0.02
H -4.3332 -0.0964 -2.7287 -0.15 -0.09 -0.03 0.11
H -3.9252 2.2342 -3.5087 -0.08 -0.02 -0.06 0.10
H -1.7812 3.3427 -2.8170 0.03 0.07 -0.02 0.10
H -0.2232 2.1059 -1.3703 -0.16 -0.18 0.03 0.10
H -2.6331 -3.4150 1.4589 0.29 0.07 0.02 0.01
H -4.0821 -4.1275 0.7881 -0.15 -0.17 -0.15 0.02
H -4.1718 -3.1839 2.2696 -0.15 0.08 0.13 0.03
H -3.7225 -0.0472 2.1255 0.04 0.03 -0.01 0.00
H -5.3577 0.0281 1.4752 -0.15 -0.10 -0.10 0.02
H -4.0215 0.7997 0.6307 0.05 0.10 -0.18 0.02
H -5.6906 -2.8356 -1.2693 -0.03 -0.25 -0.21 0.00
H -6.1174 -1.1433 -1.0815 -0.05 0.22 -0.12 0.02
H -6.4709 -2.2883 0.1986 -0.12 -0.03 0.26 0.02
I 0.6389 -2.7960 -0.4208 -0.03 0.11 -0.27 0.31
O -1.3626 -1.0888 1.4221 0.94 -0.77 0.22 -0.34
N -1.7357 -0.7830 2.6002 -0.81 0.76 1.15 -0.06
C -1.4393 -1.4697 3.6893 0.08 0.17 -2.08 -0.32
C -2.0526 -1.0434 4.8750 -0.72 0.57 0.91 -0.21
N -2.5881 -0.7047 5.8369 0.10 0.00 0.03 0.15
C -0.6009 -2.5965 3.7603 0.69 -1.05 -0.28 -0.20
N 0.0571 -3.5395 3.8136 0.04 0.08 0.07 0.17
```
Forces are in eV/Å.

Density functional theory data (ωB97M-V with the def2-TZVPD basis set) for C33H79AsF6N10O8P as an isolated structure.

- F_max (eV Å⁻¹) = 2.28
- E_LUMO (eV) = 2.03
- total charge = -1
- HOMO energy (eV) = -6.6935

```
138
Properties=species:S:1:pos:R:3:forces:R:3:lowdin_charge:R:1
As -0.7522 -1.0083 0.1488 -0.38 0.08 -0.03 0.71
F -1.4152 0.5865 0.2941 0.31 0.43 0.22 -0.26
F 0.3828 -0.7931 1.4579 -0.39 0.16 0.12 -0.26
F -0.2137 -2.6395 -0.0357 0.24 -0.12 0.18 -0.25
F -1.7880 -1.2615 -1.2185 -0.13 -0.04 -0.23 -0.26
F 0.4901 -0.3786 -0.8983 0.20 -0.06 -0.31 -0.26
F -1.9878 -1.5333 1.2348 -0.06 -0.23 0.25 -0.25
C -4.6264 -6.3306 -2.0020 0.18 0.89 -0.62 -0.36
O -5.3101 -6.4815 -1.0205 -0.23 -0.53 0.50 0.02
N -3.8191 -5.2673 -2.2195 0.52 -0.37 0.08 -0.19
C -3.0764 -5.0931 -3.4438 -0.17 -0.03 -0.22 -0.06
C -3.5855 -4.2510 -1.2232 -0.24 0.55 0.37 -0.04
H -4.6333 -6.9857 -2.8913 -0.10 -0.29 0.15 0.13
H -3.5307 -4.2850 -4.0243 0.25 0.11 -0.05 0.09
H -3.0831 -5.9860 -4.0704 -0.13 -0.12 0.18 0.08
H -2.0370 -4.8541 -3.2173 0.01 0.09 -0.05 0.06
H -2.6393 -4.3451 -0.6878 0.24 -0.27 -0.21 0.09
H -3.5666 -3.2797 -1.7212 -0.09 0.05 0.13 0.08
H -4.3617 -4.2624 -0.4626 -0.20 -0.05 -0.17 0.09
C -4.1220 -5.2399 3.3547 -0.84 0.68 0.10 -0.34
O -4.8928 -4.5708 4.0258 0.43 -0.58 -0.06 0.00
N -2.7783 -5.1375 3.4189 0.15 -0.37 0.09 -0.19
C -1.8733 -6.0072 2.7011 0.32 0.04 0.27 -0.06
C -2.1601 -4.3064 4.4259 -0.02 0.33 0.07 -0.05
H -4.5141 -5.9319 2.5886 0.36 -0.12 -0.01 0.13
H -1.1829 -6.4865 3.4053 -0.18 -0.13 0.01 0.09
H -1.2398 -5.4141 2.0437 -0.05 -0.03 -0.34 0.08
H -2.3969 -6.7862 2.1531 -0.12 0.13 -0.11 0.08
H -2.7293 -3.3924 4.5831 -0.12 -0.04 -0.13 0.07
H -2.0877 -4.8146 5.3940 0.05 -0.09 -0.08 0.09
H -1.1620 -4.0472 4.0738 0.03 0.06 0.10 0.09
C -6.8442 -0.2876 -2.6647 -0.01 0.67 0.19 -0.37
O -7.2050 -1.4409 -2.6229 -0.03 -0.29 -0.14 0.01
N -5.9960 0.3190 -1.8114 -0.11 0.12 1.23 -0.19
C -5.6733 1.7181 -1.9121 0.51 0.25 -0.88 -0.07
C -5.3862 -0.3760 -0.6654 0.58 -1.06 -1.94 -0.02
H -7.1953 0.4507 -3.4153 -0.10 -0.28 -0.13 0.13
H -6.3583 2.2268 -2.5938 -0.24 0.00 0.31 0.08
H -4.6854 1.8850 -2.3648 0.07 -0.20 0.23 0.09
H -5.6500 2.1868 -0.9309 -0.28 0.06 0.03 0.09
H -4.3484 -0.5448 -0.9827 0.20 0.36 0.80 0.08
H -5.4859 0.1512 0.2746 -0.06 0.14 0.00 0.08
H -5.7742 -1.3936 -0.6402 -0.45 0.20 0.32 0.08
C 1.8568 -5.3453 -0.6584 0.32 -0.31 -0.20 -0.33
O 2.2678 -6.4320 -0.2923 -0.12 0.04 0.08 0.00
N 1.2836 -5.1173 -1.8641 0.72 0.65 0.04 -0.18
C 0.9680 -3.7824 -2.3228 -1.28 0.09 -0.86 -0.07
C 1.2144 -6.1212 -2.8846 -0.51 -0.38 -0.50 -0.06
H 1.9426 -4.4406 -0.0394 -0.15 0.04 0.00 0.14
H 1.2397 -2.9606 -1.6769 0.29 -0.24 0.32 0.06
H -0.1214 -3.7307 -2.4574 0.04 0.24 0.22 0.07
H 1.3332 -3.5853 -3.3369 0.54 -0.22 0.17 0.09
H 1.3669 -7.1217 -2.4941 0.05 0.07 0.25 0.08
H 0.2226 -6.0734 -3.3500 0.00 -0.12 0.08 0.08
H 1.9235 -5.9529 -3.7034 0.19 0.13 0.20 0.09
C 3.6002 -0.9111 1.5800 -0.12 -0.11 -0.28 -0.34
O 4.1943 -1.7649 2.2078 -0.01 -0.16 0.48 0.00
N 4.1700 -0.2195 0.5708 -0.01 0.06 -0.34 -0.18
C 3.4873 0.7167 -0.2886 -0.08 0.25 -0.09 -0.07
C 5.5608 -0.4142 0.2561 0.52 1.10 -0.12 -0.05
H 2.5502 -0.6447 1.7565 0.03 -0.03 -0.04 0.10
H 3.3413 0.2847 -1.2802 -0.03 0.01 0.01 0.07
H 4.0853 1.6267 -0.4107 0.05 -0.08 0.04 0.09
H 2.5161 1.0366 0.0893 0.01 -0.35 0.28 0.07
H 5.7581 -0.6192 -0.8002 -0.39 -0.42 0.01 0.09
H 6.0375 0.5685 0.4021 0.27 -0.24 0.20 0.09
H 6.0168 -1.1546 0.8989 -0.09 -0.12 0.04 0.08
C -4.4810 -0.9354 3.5466 0.03 0.47 -0.05 -0.34
O -5.2490 -1.6951 4.0827 -0.41 -0.26 -0.05 0.02
N -3.5415 -0.2220 4.2153 0.28 0.44 -0.58 -0.19
C -2.5711 0.6531 3.5852 0.68 -0.39 -0.01 -0.06
C -3.3414 -0.4537 5.6103 0.29 -0.67 0.56 -0.07
H -4.5022 -0.7067 2.4693 0.09 -0.06 -0.06 0.12
H -1.5893 0.1683 3.4716 -0.09 -0.09 0.36 0.07
H -2.4489 1.5075 4.2533 0.03 0.27 -0.34 0.08
H -2.7727 0.9459 2.5551 -0.68 0.07 0.17 0.08
H -4.0964 -1.1540 5.9597 -0.12 0.13 0.01 0.09
H -2.3698 -0.9359 5.7809 0.05 0.12 0.00 0.09
H -3.3675 0.4601 6.2071 -0.09 0.12 -0.13 0.08
O 2.2043 5.2692 4.2038 0.28 0.30 0.49 -0.28
P 2.6383 4.0060 3.5919 -0.33 -0.96 -0.50 0.49
N 1.6677 2.7303 4.0378 -0.77 0.75 -0.06 -0.29
C 1.6226 1.4558 3.3382 0.92 -0.19 0.90 -0.10
C 1.0027 2.7727 5.3352 0.25 -0.68 0.21 -0.10
N 4.2169 3.6007 3.9234 0.15 1.16 0.08 -0.31
C 4.9108 4.2974 4.9953 0.21 0.06 -0.12 -0.11
C 4.8574 2.4100 3.4247 -0.67 -0.46 -0.46 -0.11
N 2.5762 3.9114 1.9326 0.26 -0.35 -0.23 -0.30
C 1.2788 3.8567 1.2832 -0.36 0.29 -0.27 -0.11
C 3.5569 4.6322 1.1259 -0.47 0.14 -0.13 -0.10
H 2.5835 0.9515 3.4769 -0.05 -0.22 -0.33 0.06
H 1.4091 1.5473 2.2790 -0.15 -0.11 0.01 0.05
H 0.9098 0.8145 3.8522 -0.32 0.02 -0.33 0.08
H 0.8663 3.7851 5.7029 0.04 0.10 -0.22 0.07
H 1.5760 2.2077 6.0908 -0.03 0.16 -0.05 0.08
H 0.0355 2.2643 5.2717 -0.06 0.21 -0.10 0.07
H 4.7459 3.8050 5.9594 0.20 0.12 0.08 0.08
H 5.9804 4.3305 4.7624 0.00 -0.27 0.14 0.08
H 4.6168 5.3432 5.0606 -0.40 -0.13 0.03 0.07
H 5.9351 2.5564 3.4346 0.08 -0.17 -0.01 0.08
H 4.5689 1.4980 3.9600 0.39 0.08 0.37 0.08
H 4.5161 2.2066 2.4033 0.22 0.18 -0.05 0.06
H 0.5626 3.2722 1.8528 0.00 0.12 0.11 0.07
H 0.8589 4.8612 1.1303 0.01 -0.04 0.08 0.09
H 1.3581 3.4016 0.2903 0.21 -0.03 0.08 0.06
H 3.3167 5.7041 1.0688 0.13 -0.04 0.13 0.09
H 3.4816 4.2558 0.1013 0.21 -0.11 0.05 0.07
H 4.5663 4.5033 1.5080 -0.01 -0.03 0.03 0.07
C 1.2516 5.1038 -3.0889 0.92 0.08 -0.40 -0.03
C 0.5377 3.7922 -3.4536 -0.67 0.49 0.71 -0.51
C -0.1128 3.8865 -4.8281 0.62 0.75 -0.61 -0.14
C 0.9106 3.7447 -5.9577 -0.75 -0.74 -0.04 -0.18
C 1.6176 2.3865 -5.8336 -0.24 1.69 0.03 -0.13
C 2.2906 2.2303 -4.4720 0.44 -0.14 -0.07 -0.52
N 1.3657 2.5831 -3.3919 -0.84 -0.27 -0.59 -0.08
O 2.0189 2.5028 -2.1472 0.22 0.04 0.29 -0.06
C 2.6303 0.7489 -4.3164 -0.17 0.14 0.16 -0.02
C 3.5707 3.0667 -4.4440 0.24 0.74 0.47 -0.03
C -0.5844 3.5993 -2.4173 0.43 -0.72 0.26 -0.03
H 0.5629 5.8875 -2.7764 -0.16 -0.15 0.08 0.08
H 1.9852 4.9327 -2.2982 -0.20 0.00 0.14 0.07
H 1.8231 5.5198 -3.9265 -0.10 -0.10 -0.03 0.07
H -0.9312 3.1703 -4.9085 0.07 -0.09 -0.12 0.12
H -0.5010 4.9016 -4.9681 -0.45 -0.15 0.45 0.12
H 0.3770 3.7374 -6.9143 0.03 0.19 0.02 0.11
H 1.5586 4.6220 -5.9730 0.29 -0.21 0.07 0.10
H 2.3834 2.3872 -6.6122 0.00 -0.66 0.02 0.12
H 0.8339 1.6480 -6.0041 0.30 -0.34 0.00 0.12
H 3.0107 0.5326 -3.3211 0.24 0.02 -0.07 0.06
H 3.3601 0.4731 -5.0778 0.01 -0.19 0.06 0.09
H 1.7111 0.1742 -4.4346 0.06 -0.11 -0.10 0.09
H 4.0147 3.0476 -3.4449 0.17 -0.42 -0.15 0.08
H 3.4045 4.1385 -4.5931 -0.31 -0.14 -0.28 0.07
H 4.2889 2.7582 -5.2048 0.04 -0.21 0.14 0.08
H -1.1382 2.6869 -2.6539 -0.22 0.21 -0.10 0.09
H -0.1497 3.4006 -1.4352 -0.02 0.26 0.03 0.06
H -1.2299 4.4698 -2.3270 -0.11 -0.01 -0.19 0.09
H 1.5281 1.8322 -1.6496 -0.05 -0.06 -0.24 0.08
```
Forces are in eV/Å.

- Which value of total charge does entry 1 give?
  0